A structure of composition C19H27ClN2Os. Source: OMol25; level of theory: the ωB97M-V functional and the def2-TZVPD basis.

## Properties
Multiplicity: 5
Charge: +2
E_HOMO (spin up / spin down) in eV: -9.6 / -14.3
Frontier orbital gap (spin up / spin down) in eV: 2.70 / 3.74
Strongest force on any atom in eV/Å: 5.25

Each line ends with the natural charge from an NBO analysis.
CARTESIAN COORDINATES (ANGSTROEM)
1 H -2.6460 -4.6131 0.3793  0.241
2 Os 0.3600 0.3136 0.2491  1.071
3 N -2.6399 -1.5953 -0.2491  -0.211
4 C 5.6833 1.0637 -4.0813  -0.647
5 C 5.8346 0.6169 -2.6327  0.109
6 H -5.4923 -3.2298 -0.2602  0.243
7 H -6.6850 -0.6273 -1.3122  0.255
8 C 0.6854 1.8426 -1.3113  -0.194
9 H 0.5806 0.4369 3.1578  0.296
10 H -6.0400 -1.3723 -2.7863  0.256
11 C -4.7044 -1.3560 -1.1434  0.204
12 C 1.7154 -1.3550 0.5816  -0.198
13 C -2.8595 -3.7301 1.0025  -0.642
14 C -1.2182 1.8266 -0.0225  -0.228
15 C -5.7842 -0.7356 -1.9294  -0.667
16 H -0.2164 2.5494 1.8212  0.294
17 H 2.0491 2.5654 0.3119  0.304
18 C -3.3868 -2.6359 0.1603  0.008
19 N -3.4600 -0.8482 -1.0303  -0.502
20 C -0.2251 -1.1163 1.7754  -0.232
21 C -0.1404 2.2883 0.7784  -0.241
22 H 5.1361 0.3504 -4.6965  0.225
23 C 1.0485 2.3060 -0.0124  -0.247
24 Cl 4.1527 0.4983 -1.7795  -0.225
25 H 7.6756 1.6831 -2.3994  0.241
26 H 6.0159 -1.4954 -3.1972  0.225
27 C 0.3764 -1.8195 0.6983  -0.214
28 H -3.1163 -0.0205 -1.5103  0.376
29 H -1.2438 1.0457 -2.1112  0.288
30 C 1.9333 -0.3465 1.5610  -0.246
31 H 6.9110 1.3420 -0.8695  0.222
32 H 6.2953 2.6368 -1.9236  0.222
33 H 1.3579 1.7209 -2.1506  0.314
34 C 0.7326 -0.2171 2.3023  -0.212
35 H -1.9354 -3.4299 1.5154  0.190
36 H 2.4228 -1.6429 -0.1858  0.309
37 H 2.8435 0.2315 1.7054  0.305
38 C 6.5405 -0.7330 -2.6226  -0.647
39 H -5.4892 0.2515 -2.2992  0.224
40 H 7.5160 -0.6178 -3.1008  0.242
41 H 5.2367 2.0518 -4.1827  0.222
42 H 6.7400 -1.1050 -1.6187  0.223
43 H -3.6064 -4.0123 1.7564  0.253
44 C -4.6962 -2.5321 -0.3872  -0.128
45 H -0.1583 -2.4923 0.0257  0.318
46 C 6.7060 1.6284 -1.9001  -0.646
47 C -0.6959 1.5199 -1.3041  -0.209
48 H -2.2521 1.7103 0.2936  0.303
49 H -1.2626 -1.2036 2.0793  0.309
50 H 6.6788 1.1371 -4.5257  0.242


A structure of composition C19H27CoN2. Source: OMol25; level of theory: the ωB97M-V functional and the def2-TZVPD basis.

## Properties
Multiplicity: 5
Charge: +2
E_HOMO (spin up / spin down) in eV: -15.3 / -16.3
Frontier orbital gap (spin up / spin down) in eV: 7.02 / 5.74
Strongest force on any atom in eV/Å: 2.35

Each line ends with the natural charge from an NBO analysis.
CARTESIAN COORDINATES (ANGSTROEM)
1 H -3.6712 0.0929 -2.7938  0.212
2 N -0.5362 -4.2170 4.8906  -0.167
3 H -1.1768 -0.3951 -2.7284  0.207
4 H 2.4051 0.5946 -2.4786  0.242
5 C -3.2678 -0.9235 -2.8753  -0.591
6 H -3.2009 -1.1770 -3.9400  0.258
7 C 0.0133 -3.9296 3.9042  0.211
8 H 3.2272 0.6952 1.3149  0.248
9 H 1.4082 3.0000 2.7960  0.284
10 C -1.2916 2.4504 -2.0747  -0.677
11 C 1.6073 -4.2632 2.0299  -0.060
12 C -1.8954 -1.0238 -2.1883  -0.468
13 H -2.3356 -1.4401 -0.1083  0.230
14 H -1.2800 3.5334 -2.2539  0.290
15 N 0.7525 -1.8123 0.8519  -0.588
16 C 0.9364 2.0345 2.5685  -0.675
17 H -0.4867 -1.8354 2.7121  0.238
18 C 1.7096 -2.5665 0.2416  0.088
19 H -2.6841 2.4469 0.4729  0.240
20 H -3.9887 -1.6052 -2.4093  0.235
21 C 0.2648 -2.3212 2.0881  0.054
22 C 1.6561 1.5400 0.1093  -0.018
23 C 3.0968 1.2053 0.3572  -0.671
24 H -0.7135 -0.5569 1.3504  0.045
25 C -0.5462 2.2090 0.4124  -0.079
26 H -1.5225 -2.0521 -2.2706  0.235
27 H 0.0013 1.9781 3.1308  0.254
28 C 1.0351 1.6538 -1.1985  0.003
29 H -1.0586 1.9536 -3.0194  0.250
30 H 3.4976 0.5575 -0.4273  0.247
31 H 2.1289 -2.2408 -0.6941  0.222
32 H 2.8991 -4.3932 0.3369  0.262
33 H 1.5971 1.2445 2.9345  0.250
34 H 2.3354 2.3374 -2.7691  0.273
35 Co -0.0956 0.0670 0.0430  1.206
36 H -1.9147 2.3899 2.0626  0.251
37 H 1.0176 1.2913 -3.3214  0.243
38 C -0.3047 2.0941 -1.0074  0.028
39 C 2.1491 -3.7919 0.8218  -0.221
40 C -1.7971 2.7497 1.0374  -0.661
41 H 1.9173 -5.2025 2.4750  0.268
42 H 3.7070 2.1184 0.3773  0.284
43 H -1.7797 3.8478 1.0642  0.274
44 C 0.6493 -3.4985 2.6713  -0.155
45 C -1.9547 -0.6177 -0.7191  -0.451
46 C 1.7326 1.4561 -2.5112  -0.679
47 H -2.3119 2.1766 -1.7887  0.246
48 C 0.6937 1.9053 1.0947  0.057
49 H -2.6238 0.2401 -0.5720  0.224


A structure of composition C19H27F3FeO19. Source: OMol25; level of theory: the ωB97M-V functional and the def2-TZVPD basis.

## Properties
Multiplicity: 6
Charge: +1
E_HOMO (spin up / spin down) in eV: -12.7 / -12.7
Frontier orbital gap (spin up / spin down) in eV: 8.04 / 5.61
Strongest force on any atom in eV/Å: 3.11

Each line ends with the natural charge from an NBO analysis.
CARTESIAN COORDINATES (ANGSTROEM)
1 O -8.7011 -4.2924 3.2837  -0.533
2 C -10.0806 -9.7793 -5.6558  -0.273
3 H -9.6114 -8.0330 -1.2771  0.166
4 O -13.0148 1.1642 -2.9098  -0.532
5 C -12.1610 0.4267 -3.2621  0.965
6 C -10.5854 -4.6788 -3.0440  0.813
7 F -8.9967 -0.7360 0.8953  -0.329
8 H -15.7821 1.8467 -6.3957  0.200
9 C -7.2972 -7.3229 -2.8833  0.823
10 O -14.4120 -2.0944 -6.0969  -0.511
11 O -9.6801 -5.3803 -2.4802  -0.695
12 H -10.5891 -0.7222 -5.5452  0.236
13 H -10.0551 -6.0600 0.1249  0.207
14 C -6.4960 -7.9580 -1.8099  -0.740
15 H -14.0900 -3.6183 -4.7437  0.155
16 C -8.9218 -3.6223 2.3382  0.970
17 C -10.0801 -0.4315 -3.4540  0.439
18 O -12.4353 -8.3899 -3.5438  -0.447
19 H -9.9318 -7.2569 1.4876  0.232
20 O -15.5718 -1.2216 -4.3685  -0.642
21 H -11.2254 -2.0635 -4.4336  0.194
22 C -15.0386 -1.1142 -5.4414  0.989
23 H -10.1013 -10.8228 -5.9556  0.229
24 Fe -8.9607 -6.1286 -4.3211  1.964
25 O -10.4754 -4.6956 -4.3106  -0.734
26 C -8.6105 -2.0390 0.7410  0.440
27 C -10.1613 -8.2418 -0.3628  0.432
28 H -14.6211 1.6977 -5.0656  0.199
29 H -13.0830 -6.4459 -3.8210  0.198
30 C -13.0507 -7.1747 -3.0170  -0.250
31 O -8.3751 -7.8539 -3.3333  -0.710
32 C -9.8406 -2.8847 0.3741  -0.132
33 C -14.6209 -3.4347 -5.6800  -0.245
34 C -10.3892 -7.0056 0.5305  -0.137
35 O -7.0977 -6.1855 -3.4189  -0.701
36 H -9.5394 -1.1919 -2.8871  0.141
37 F -9.2077 0.4854 -3.9433  -0.326
38 H -11.4870 -3.0859 -1.9016  0.266
39 O -11.2746 -9.5371 -4.8991  -0.439
40 O -13.5368 -8.2513 0.0783  -0.551
41 C -10.9466 -1.0227 -4.5645  -0.135
42 H -5.7053 -7.2782 -1.5013  0.264
43 H -11.8774 -4.7360 -1.4741  0.262
44 C -15.4196 1.1930 -5.6109  -0.268
45 C -11.3905 -8.3743 -4.3114  1.058
46 F -9.4087 -9.1771 0.3204  -0.346
47 H -7.7882 -2.0632 0.0283  0.161
48 H -10.1143 -9.1598 -6.5513  0.194
49 H -15.6861 -3.6042 -5.5145  0.206
50 O -8.1742 -2.5426 1.9654  -0.477
51 H -14.2770 -4.0553 -6.5001  0.197
52 H -9.1660 -9.6348 -5.0846  0.202
53 O -9.9095 -3.8364 1.4410  -0.498
54 H -12.4373 -6.8808 -2.1698  0.178
55 C -12.3657 -8.0544 0.1024  0.963
56 O -14.9460 -0.0234 -6.1805  -0.489
57 O -11.8110 -6.9652 0.6553  -0.480
58 H -16.1991 0.9689 -4.8831  0.211
59 O -12.1853 -0.2877 -4.4047  -0.487
60 O -10.9828 0.2028 -2.5982  -0.493
61 H -12.5769 -3.9708 -2.9880  0.264
62 O -11.4304 -8.8457 -0.4836  -0.484
63 O -10.6163 -7.4320 -4.4925  -0.803
64 H -14.0031 -7.5454 -2.6596  0.251
65 H -7.0824 -8.3223 -0.9718  0.276
66 C -11.7275 -4.0611 -2.3188  -0.736
67 H -6.0192 -8.8188 -2.2911  0.277
68 H -9.5612 -3.5176 -0.4751  0.177
69 H -10.7471 -2.3162 0.2037  0.225


An isolated molecule of C19H27FN4O4S. Source: OMol25; level of theory: the ωB97M-V functional and the def2-TZVPD basis.

## Properties
Multiplicity: 1
Charge: 0
E_HOMO in eV: -9.0
SMILES: CN(C(=O)c1cc(S(N)(=O)=O)n(C)c1)[C@H]1CCCN(C(=O)C(F)=C2CCC2)CC1
Frontier orbital gap in eV: 9.32
Strongest force on any atom in eV/Å: 1.03

Each line ends with the natural charge from an NBO analysis.
CARTESIAN COORDINATES (ANGSTROEM)
1 O 1.9437 2.8517 -3.5494  -0.930
2 H 1.6812 -0.9469 -0.3982  0.199
3 H -3.2471 -4.1473 1.5577  0.215
4 H -1.5273 -1.2252 1.2791  0.201
5 C -0.6362 -4.1290 -0.2200  0.266
6 H 0.4186 0.8869 0.3988  0.213
7 S 2.6896 3.7636 -2.7341  2.325
8 N -1.2534 1.7457 1.2247  -0.465
9 C 1.9177 3.7501 -1.1798  -0.247
10 C 0.6136 -1.4959 1.3967  -0.415
11 C -2.9968 -4.7546 0.6849  -0.423
12 H -1.4576 1.1990 -1.3618  0.213
13 H 0.4264 -2.4381 1.9160  0.214
14 C 3.4146 5.4584 -0.0749  -0.407
15 C -0.6231 0.6058 0.5544  -0.039
16 C -0.4254 -0.6465 -1.6720  -0.214
17 H -0.7909 -6.9325 0.7182  0.223
18 N 2.3050 4.5194 -0.1074  -0.299
19 C -0.6136 2.9575 1.4033  0.690
20 N -0.0386 -1.8830 -0.9952  -0.433
21 H 0.4953 -0.1422 -1.9752  0.195
22 H 3.2361 6.2753 -0.7703  0.230
23 C 0.5078 3.3470 0.5104  -0.249
24 H -3.5879 -4.4292 -0.1652  0.244
25 H -1.1075 -6.0517 2.2262  0.218
26 H 1.5417 4.7787 1.8573  0.233
27 H 4.3376 4.9511 -0.3493  0.220
28 H -0.7386 -0.2669 2.5189  0.229
29 H -3.5144 -6.5949 1.9037  0.205
30 H -2.2406 -0.1932 -0.6341  0.225
31 H 4.8884 3.6382 -2.9623  0.410
32 H -0.9826 -0.9152 -2.5665  0.238
33 H 1.6853 -2.6662 -0.0829  0.233
34 C -1.5014 -4.8356 0.4805  0.002
35 C -1.4109 -6.1687 1.1837  -0.430
36 C -2.7071 1.7500 1.2847  -0.412
37 O -0.8854 3.6791 2.3496  -0.605
38 H 4.2321 2.1430 -2.5564  0.404
39 C 1.4500 4.2768 0.9084  0.051
40 N 4.1896 3.1451 -2.4198  -1.081
41 H -3.2289 -6.8804 0.1743  0.208
42 H 1.4421 -1.0096 1.9193  0.209
43 C -1.2709 0.2791 -0.8011  -0.430
44 H -3.0812 0.8716 1.8153  0.196
45 O -2.0678 -2.7624 -1.4850  -0.621
46 F 0.6549 -4.5588 -0.3107  -0.340
47 C -0.6401 -0.6216 1.4919  -0.410
48 H 0.2898 2.3575 -1.5019  0.244
49 H 3.5035 5.8448 0.9367  0.216
50 C -2.9526 -6.2687 1.0313  -0.387
51 C -0.9711 -2.8713 -0.9536  0.620
52 H -3.0256 2.6313 1.8345  0.238
53 C 1.0668 -1.7741 -0.0425  -0.225
54 H -3.1485 1.7651 0.2858  0.187
55 O 2.9327 5.1174 -3.1437  -0.940
56 C 0.8092 3.0201 -0.8328  -0.211